(1)
This record from the OMol25 dataset describes a structure of composition C41H54N4O12PTi in a non-equilibrium geometry. The level of theory is ωB97M-V with the def2-TZVPD basis set.

- Orbital gap (spin up / spin down): 7.301 / 7.403 eV
- HOMO (spin up / spin down): -0.258 / -0.272 hartree
- Multiplicity: 2
- Energy above the lowest of the compared OMol25 structures with the same formula, charge and spin: 17.4 kcal per mole
- Strongest force on any atom: 1.4 eV Å⁻¹

Atoms and positions in Å:
Ti 0.93741 0.15394 -0.02700
C -1.36561 5.02742 -2.48804
O -2.10900 4.37738 -1.47350
C -2.85590 5.13688 -0.63561
C -3.07971 6.49878 -0.79492
C -3.90574 7.18257 0.08980
C -4.50640 6.51589 1.14303
C -4.25278 5.16242 1.32225
C -3.43609 4.46243 0.44915
N -3.22566 3.07670 0.65381
C -2.05774 2.42926 0.26744
N -0.93146 3.13278 0.62031
C 0.20985 3.26447 -0.21807
C 0.88036 2.20421 -0.84070
C 1.88596 2.59809 -1.74842
C 2.25414 3.90872 -1.97247
C 1.62789 4.93410 -1.27058
C 0.60197 4.60502 -0.40866
O -0.12858 5.53300 0.29681
C 0.24439 6.88902 0.18427
N -2.00011 1.29945 -0.32530
C -3.20414 0.66076 -0.68859
C -4.00814 0.08268 0.30125
C -5.18828 -0.58198 0.02016
C -5.59494 -0.69888 -1.30123
C -4.80863 -0.16051 -2.30199
C -3.61683 0.50973 -2.02443
O -2.99836 1.00352 -3.13295
C -1.60239 1.27920 -3.13056
H -0.74742 4.25981 -2.94615
H -0.71692 5.79872 -2.06585
H -2.02720 5.46831 -3.23823
H -2.63156 7.02632 -1.62421
H -4.07700 8.24105 -0.05631
H -5.15240 7.04127 1.83300
H -4.68386 4.62695 2.15944
H -4.05693 2.50636 0.61803
H -1.16034 3.99903 1.08589
H 2.42701 1.83800 -2.30019
H 3.05002 4.14231 -2.66896
H 1.93193 5.96124 -1.41154
H -0.43954 7.44590 0.81966
H 0.14839 7.24500 -0.84593
H 1.27193 7.04765 0.52185
H -3.66086 0.15248 1.32534
H -5.77388 -1.01030 0.82298
H -6.51638 -1.20796 -1.55314
H -5.09784 -0.23524 -3.34266
H -1.33686 1.41396 -4.17867
H -1.04234 0.44441 -2.70405
H -1.36311 2.17261 -2.56179
C -3.44768 -4.86463 -1.21758
O -3.43982 -4.58993 0.17505
C -2.70374 -3.54090 0.59625
C -2.84346 -3.21684 1.96276
C -2.14733 -2.16007 2.46313
C -1.28001 -1.36191 1.67229
C -0.60855 -0.25352 2.29509
C -0.78014 0.04051 3.75732
O 0.17421 0.51432 1.67764
C -1.12512 -1.73213 0.30169
O -0.33760 -1.11210 -0.54064
C -1.85971 -2.81803 -0.21151
H -4.18705 -5.64634 -1.36533
H -2.46897 -5.21861 -1.55097
H -3.73099 -3.97708 -1.78737
H -3.50538 -3.81010 2.57749
H -2.26743 -1.92248 3.51041
H -1.82673 0.06674 4.05641
H -0.32034 1.00212 3.96909
H -0.27934 -0.73234 4.34416
H -1.71846 -3.04437 -1.25749
N 2.30721 -1.53717 -2.92819
C 3.63493 -0.92779 -2.79649
C 3.76783 -0.09526 -1.52254
O 4.81485 0.46045 -1.27389
O 2.70362 -0.08701 -0.78320
H 1.58653 -0.82792 -3.01708
H 2.04609 -2.46659 -1.63667
H 2.26357 -2.11781 -3.75789
H 3.91951 -0.28661 -3.63446
H 4.37585 -1.72627 -2.73051
C 4.69206 -2.92199 2.83576
C 4.86733 -2.08112 1.58176
C 4.56535 -0.61523 1.84408
C 6.25219 -2.24953 0.98498
O 3.98232 -2.60110 0.52625
P 2.42282 -2.78669 0.57979
O 1.70040 -1.64502 1.20132
O 2.05862 -3.16253 -0.88495
O 2.09786 -4.06940 1.42596
C 2.10637 -5.48136 1.05360
C 2.12138 -6.20620 2.38823
C 3.34776 -5.81415 0.24018
C 0.82613 -5.77968 0.28866
H 5.39018 -2.57437 3.59866
H 4.89790 -3.97398 2.63226
H 3.68076 -2.83491 3.23485
H 5.26358 -0.25080 2.60061
H 3.55118 -0.48458 2.21767
H 4.69119 -0.02594 0.93664
H 7.00407 -1.89355 1.69066
H 6.33364 -1.66690 0.06732
H 6.44918 -3.29917 0.76275
H 3.03509 -5.97625 2.93738
H 2.06995 -7.28412 2.23039
H 1.26672 -5.89869 2.99073
H 4.24887 -5.50703 0.77201
H 3.32956 -5.32122 -0.73042
H 3.39340 -6.89262 0.08091
H -0.04172 -5.48637 0.88170
H 0.76431 -6.85058 0.08562
H 0.80483 -5.24013 -0.65605

(2)
This record from the OMol25 dataset describes a cluster of 6 separate species, C41H54N6O5 in total in a non-equilibrium geometry. The level of theory is ωB97M-V with the def2-TZVPD basis set.

- Orbital gap: 7.213 eV
- HOMO: -0.297 hartree
- Structure (SMILES): CCOc1c(CC)cc2c(c1CCCCN)C(=O)C(O)=C(C[C@H](C)O)C2=O.c1cc[nH]c1.c1cc[nH]c1.c1cc[nH]c1.c1cc[nH]c1.c1cc[nH]c1
- Multiplicity: 1
- Strongest force on any atom: 2.9 eV Å⁻¹

Atoms and positions in Å:
C 4.53644 -1.18863 -0.41504
C 4.54452 0.34588 -0.76732
O 3.73606 0.73285 -1.89710
C 2.39761 0.41078 -1.73952
C 1.80669 -0.56209 -2.67785
C 2.56078 -1.22750 -3.87246
C 4.00322 -1.75211 -3.56145
C 0.38571 -0.93296 -2.53386
C -0.44071 -0.36244 -1.50313
C 0.14870 0.61535 -0.56203
C 1.54314 1.00102 -0.67970
C 2.08646 2.07392 0.32279
C 3.03431 3.16052 -0.37696
C 2.67009 4.64694 0.06969
C 1.87845 5.44281 -1.05483
N 2.65742 6.59614 -1.57504
C -0.83272 1.15724 0.51112
O -0.54219 1.39194 1.66291
C -2.30662 1.34250 0.00661
O -3.02752 2.41762 0.50300
C -2.85078 0.47352 -0.88643
C -4.30390 0.73097 -1.39080
C -4.62254 0.14101 -2.81398
C -5.14267 -1.35463 -2.75382
O -3.55766 0.25773 -3.76098
C -1.95789 -0.71455 -1.36374
O -2.37187 -1.82264 -1.58033
H 3.53057 -1.67091 -0.43987
H 4.89195 -1.26839 0.65280
H 5.27232 -1.71284 -1.07853
H 4.33355 0.90933 0.17405
H 5.60497 0.60246 -1.04736
H 1.95526 -2.13035 -4.17267
H 2.50511 -0.52811 -4.74741
H 4.01424 -2.50019 -2.72670
H 4.75878 -0.94798 -3.39164
H 4.35028 -2.32041 -4.47372
H -0.10372 -1.64356 -3.24570
H 2.63530 1.60781 1.18238
H 1.26149 2.67894 0.78845
H 4.11546 2.99126 -0.15927
H 2.88356 3.11834 -1.48251
H 3.62174 5.23431 0.22071
H 2.13280 4.68485 1.05048
H 0.91809 5.85548 -0.65877
H 1.61747 4.77992 -1.92512
H 3.51823 6.27474 -2.02726
H 2.11150 7.05164 -2.31397
H -2.69136 2.58423 1.40915
H -5.05949 0.39790 -0.63487
H -4.41887 1.85140 -1.45907
H -5.48078 0.75545 -3.22221
H -5.08330 -1.66797 -1.67639
H -6.16440 -1.46757 -3.18281
H -4.37729 -1.97486 -3.29832
H -3.09623 1.10848 -3.68154
C -2.61682 1.65646 4.98371
C -2.79835 1.27998 6.34075
C -1.95390 0.22999 6.58901
N -1.27257 -0.04510 5.43203
C -1.66687 0.82303 4.45104
H -3.12509 2.45027 4.45848
H -3.47160 1.72938 7.05372
H -1.77940 -0.34466 7.48465
H -0.58875 -0.77081 5.31980
H -1.23817 0.76986 3.46188
C -2.13470 6.94978 -2.30741
C -3.35246 7.15863 -1.61100
C -3.49529 6.12599 -0.72004
N -2.41294 5.29957 -0.85443
C -1.57661 5.79713 -1.81624
H -1.71462 7.57427 -3.08029
H -4.04540 7.97396 -1.74732
H -4.27186 5.90766 -0.00474
H -2.25637 4.45576 -0.32657
H -0.66091 5.28877 -2.06826
C 3.73190 -2.98310 5.62990
C 3.47466 -1.99476 4.64453
C 2.19902 -1.53774 4.84736
N 1.67356 -2.21589 5.91573
C 2.60446 -3.09492 6.40076
H 4.64185 -3.54745 5.75928
H 4.14980 -1.65683 3.87418
H 1.62043 -0.79170 4.32511
H 0.74937 -2.08867 6.28708
H 2.38329 -3.72241 7.24886
C -0.88377 -4.76771 -2.74833
C -1.09355 -4.89701 -4.14631
C -0.39701 -6.00242 -4.56406
N 0.22880 -6.54289 -3.47297
C -0.06715 -5.79889 -2.36131
H -1.28729 -4.00519 -2.10007
H -1.68882 -4.25245 -4.77451
H -0.29194 -6.44912 -5.53975
H 0.81400 -7.35946 -3.48550
H 0.32910 -6.06641 -1.39480
C -0.19242 -5.23370 2.03794
C -0.44879 -4.25820 1.03913
C -1.72940 -3.80663 1.22907
N -2.25759 -4.47425 2.30077
C -1.32547 -5.34255 2.80270
H 0.72004 -5.79141 2.18040
H 0.22983 -3.92472 0.26880
H -2.30887 -3.07043 0.69506
H -3.18595 -4.34633 2.66333
H -1.54922 -5.96124 3.65683

The lowest strongest force on any atom belongs to which entry?
C41H54N4O12PTi

The highest multiplicity belongs to which entry?
C41H54N4O12PTi

The highest strongest force on any atom belongs to which entry?
C41H54N6O5

Number 1 is which compound?
C41H54N4O12PTi